ORCA calculation (ωB97M-V/def2-TZVPD) on a cluster of 3 separate species, C3H9N3O in total.

Results
HOMO (spin up / spin down)	-7.49 / -7.49	eV

Positions of all 16 atoms, in Å:
O -0.428 -0.923 -0.408
N -0.075 0.255 -1.833
N 0.123 1.278 1.251
N 1.856 -0.185 0.789
C -1.816 -0.993 -0.381
C 0.663 0.052 1.313
C 1.081 0.633 -1.775
H 0.294 -0.588 2.107
H 2.154 -1.148 0.862
H 1.412 1.301 -2.574
H -2.293 -0.223 0.258
H -2.119 -1.975 0.007
H 1.923 0.204 -0.216
H -0.837 1.360 1.549
H -2.277 -0.866 -1.369
H 0.338 1.817 0.420

=====

ORCA calculation (ωB97M-V/def2-TZVPD) on an isolated molecule of C3H9N3O at a distorted geometry.

Results
HOMO	-8.55	eV
structure (SMILES)	NCCNC(N)=O

Positions of all 16 atoms, in Å:
O 1.997 1.933 -1.269
N 0.329 0.563 -0.472
N -1.866 0.298 1.186
N 2.477 0.183 0.281
C -0.112 -0.730 -0.306
C -1.570 -0.589 -0.005
C 1.707 0.990 -0.588
H 1.883 -0.557 0.843
H 0.293 -1.016 -1.444
H -0.459 1.290 -0.767
H -2.134 -1.568 -0.099
H -1.930 0.110 -0.850
H -1.506 -0.127 2.034
H -2.883 0.502 1.264
H 3.483 0.190 -0.212
H 0.290 -1.471 0.405

=====

ORCA calculation (ωB97M-V/def2-TZVPD) on a cluster of 2 separate species, C3H9N3O in total at a distorted geometry.

Results
HOMO	-7.99	eV

Positions of all 16 atoms, in Å:
O -0.040 -0.541 1.590
N -0.772 1.566 1.720
N -0.725 -0.335 -1.321
N 0.224 -2.302 -0.424
C -0.709 0.648 -0.396
C -0.518 0.523 1.050
C 0.433 -1.177 -1.219
H 1.209 -0.482 -0.766
H 0.745 -1.415 -2.238
H 1.373 3.274 0.367
H 1.231 2.609 0.668
H -0.654 1.327 2.704
H 0.135 -1.400 0.998
H -1.622 -0.858 -1.300
H -1.034 1.657 -0.630
H 0.725 -3.093 -0.802

=====

ORCA calculation (ωB97M-V/def2-TZVPD) on a cluster of 2 separate species, C3H9N3O2 in total.

Results
HOMO	-9.77	eV
structure (SMILES)	CC(N)=O.NC(N)=O

Positions of all 17 atoms, in Å:
O 1.323 0.246 1.235
O -1.106 1.436 -1.486
N 0.255 -1.722 1.472
N 1.107 1.420 -2.082
N -0.037 -0.559 -1.694
C -1.018 0.319 1.744
C 0.299 -0.358 1.466
C -0.091 0.820 -1.734
H -0.867 1.393 1.731
H -1.384 0.020 2.724
H -0.554 -2.207 1.805
H -0.949 -0.984 -1.676
H 1.929 0.957 -1.717
H -1.767 0.049 1.007
H 1.111 2.408 -1.878
H 1.123 -2.218 1.377
H 0.626 -1.020 -2.293

=====

ORCA calculation (ωB97M-V/def2-TZVPD) on a cluster of 2 separate species, C3H9N3O2 in total at a distorted geometry.

Results
HOMO	-8.77	eV
structure (SMILES)	CN=C(N)N.O=CO

Positions of all 17 atoms, in Å:
O 1.098 2.047 0.650
O 2.667 0.745 -0.317
N -0.079 -0.668 -0.757
N -1.529 1.060 -1.122
N -1.769 -0.025 0.804
C 1.770 1.016 0.660
C -1.058 0.063 -0.339
C 0.255 -1.890 -0.044
H -2.738 0.249 0.693
H 2.517 1.447 -0.982
H -1.608 1.929 -0.605
H -1.646 -0.875 1.335
H 1.275 -2.182 -0.309
H 1.929 0.368 1.535
H -0.407 -2.710 -0.336
H 0.228 -1.767 1.044
H -0.905 1.195 -1.911

=====

ORCA calculation (ωB97M-V/def2-TZVPD) on an isolated molecule of C3H9N3O2S at a distorted geometry.

Results
HOMO	-9.84	eV
structure (SMILES)	C=N[S@](=N)(=O)NCCO

Positions of all 18 atoms, in Å:
S 1.692 -0.456 -0.120
O 1.945 -0.378 -1.495
O -3.353 -0.104 -0.450
N 0.983 1.161 0.418
N 2.792 -0.952 0.813
N 0.245 -1.182 0.198
C -2.102 -0.362 0.168
C -1.005 -0.948 -0.686
C 1.720 2.121 0.220
H -2.346 -0.944 0.970
H -1.368 -1.814 -1.175
H 2.673 2.193 -0.249
H 1.453 3.015 0.683
H -0.602 -0.286 -1.464
H 2.296 -1.125 1.639
H -1.568 0.606 0.544
H -0.104 -1.031 1.109
H -3.349 0.486 -1.124

=====

ORCA calculation (ωB97M-V/def2-TZVPD) on a cluster of 2 separate species, C3H9N3O2S2 in total at a distorted geometry.

Results
HOMO (spin up / spin down)	-9.31 / -8.73	eV

Positions of all 19 atoms, in Å:
S 0.636 2.054 1.482
S 1.575 -0.760 1.514
O 2.452 -0.500 0.301
O 1.495 2.771 2.426
N -0.652 2.173 -1.481
N 1.059 0.812 -2.113
N 1.222 1.838 -0.026
C -1.193 -0.976 1.307
C 0.009 -1.289 0.541
C 0.457 1.635 -1.206
H 0.564 0.289 -2.815
H 1.988 1.202 -0.088
H -1.230 0.189 1.432
H -1.068 2.550 -0.626
H -2.086 -1.264 0.829
H 0.258 -2.238 0.250
H 0.119 -0.701 -0.491
H 1.816 0.242 -1.772
H -1.263 -1.567 2.249

=====

ORCA calculation (ωB97M-V/def2-TZVPD) on an isolated molecule of C3H9N3O3 at a distorted geometry.

Results
HOMO	-9.62	eV
structure (SMILES)	CC(=O)C(N)(N)N(O)O

Positions of all 18 atoms, in Å:
O -0.314 1.939 -0.194
O 1.942 0.020 -1.176
O -2.268 0.800 -0.447
N -0.931 0.807 -0.799
N -0.819 -0.888 0.907
N -0.359 -1.425 -1.376
C 1.718 0.314 1.183
C 1.243 -0.017 -0.198
C -0.239 -0.431 -0.340
H -0.165 -1.481 1.401
H 0.942 0.830 1.740
H -1.633 -1.457 0.695
H 1.968 -0.611 1.701
H -2.341 0.648 0.515
H -0.418 2.658 -0.832
H 2.614 0.925 1.116
H -1.277 -1.378 -1.804
H 0.337 -1.252 -2.095

=====

Values of ΔE to the lowest compared entry with this formula, charge and spin, in order: 121.61 66.80 146.05 2.47 39.27 59.89 41.55 93.53, all in kcal per mole.